No. 1
{
  "formula": "C5H6AuO3",
  "method": "ωB97M-V/def2-TZVPD",
  "elements": ["Au", "O", "O", "O", "C", "C", "C", "C", "C", "H", "H", "H", "H", "H", "H"],
  "xyz": [[2.280, 0.233, 1.573], [3.538, -0.905, -1.866], [1.283, 0.959, 0.565], [3.470, -0.541, 0.415], [-0.915, -0.172, 0.460], [3.434, -0.533, -0.777], [-2.121, -0.322, -0.442], [-3.373, -0.196, -0.060], [0.051, 0.890, -0.069], [-0.385, -1.138, 0.503], [0.264, 0.674, -1.133], [-0.445, 1.876, -0.012], [-1.905, -0.556, -1.494], [-1.240, 0.094, 1.476], [-3.937, -0.364, 0.859]],
  "atomic_forces_ev_per_a": [[7.471, -5.978, 17.043], [-0.629, 1.821, 1.526], [-12.466, 10.241, -11.287], [4.786, -2.366, -4.466], [-1.231, -0.322, 0.805], [1.571, -3.202, -1.981], [4.757, -0.005, -1.021], [-3.642, -0.691, 1.444], [-0.552, -0.088, -1.974], [-0.183, -0.030, -0.210], [-0.265, 0.207, 0.260], [0.512, -0.223, 0.135], [-0.120, 0.218, 0.071], [0.093, -0.208, -0.215], [-0.100, 0.624, -0.131]],
  "mulliken_charge": [0.742, -0.123, -0.259, -0.364, -0.410, 0.768, 0.039, -0.242, -0.331, 0.369, 0.349, 0.327, 0.381, 0.395, 0.362],
  "total_charge": 2,
  "multiplicity": 4,
  "homo_ev": [-18.13, -18.58],
  "relative_energy_kj_mol": 141.37,
  "orbital_gap_ev": [9.45, 5.73],
  "e_lumo_ev": [-8.676, -12.851],
  "energy_ev": -15085.7837
}

---

No. 2
{
  "formula": "C5H6BNO8",
  "method": "ωB97M-V/def2-TZVPD",
  "elements": ["O", "O", "O", "O", "O", "O", "O", "O", "N", "C", "C", "C", "C", "C", "B", "H", "H", "H", "H", "H", "H"],
  "xyz": [[2.105, 3.572, -1.511], [-1.284, 1.765, 0.265], [3.525, 1.859, -1.041], [1.542, 0.124, -0.275], [1.019, -0.316, -2.476], [-0.139, 3.640, -0.432], [-2.252, -2.039, 2.448], [-1.300, -0.126, 1.991], [-1.509, -1.342, 1.709], [-1.138, -3.360, 0.529], [1.173, 1.490, -0.721], [-0.942, -1.952, 0.671], [2.447, 2.389, -1.120], [1.046, 0.276, -1.479], [-0.151, 2.316, -0.176], [-2.176, -3.773, 0.892], [-0.085, -1.572, 0.225], [0.725, 3.779, -0.997], [-0.918, -3.828, -0.449], [-1.255, 0.948, 0.776], [-0.434, -3.849, 1.170]],
  "atomic_forces_ev_per_a": [[0.846, -1.062, 0.147], [-0.472, 0.752, -0.190], [1.606, -0.279, 0.029], [-0.012, -1.248, 0.985], [-0.825, -2.166, -2.843], [0.609, 0.354, -0.716], [-1.013, -0.080, 1.030], [0.172, 0.833, 0.250], [0.815, -1.368, -1.062], [-2.230, -3.280, 0.084], [-0.464, 2.482, -0.280], [-1.120, 1.171, 0.491], [-2.729, 0.566, -0.190], [1.513, 2.337, 2.009], [0.464, -0.274, -0.641], [1.797, 1.039, -0.796], [0.998, 1.378, -0.617], [-0.437, 0.138, 0.700], [-0.177, 0.734, -0.014], [0.084, -1.183, 0.734], [0.575, -0.844, 0.888]],
  "mulliken_charge": [-0.807, -0.667, -0.665, -0.436, -0.602, -0.640, -0.792, -0.871, 0.913, -1.108, 0.866, -0.280, 0.572, -0.002, 0.499, 0.218, 0.372, 0.487, 0.328, 0.374, 0.243],
  "total_charge": -2,
  "multiplicity": 1,
  "homo_ev": -0.91,
  "relative_energy_kj_mol": 172.66,
  "orbital_gap_ev": 6.85,
  "e_lumo_ev": 5.941,
  "energy_ev": -23828.6184
}

---

No. 3
{
  "formula": "C5H6Br3F3O2",
  "method": "ωB97M-V/def2-TZVPD",
  "elements": ["Br", "Br", "Br", "F", "F", "F", "O", "O", "C", "C", "C", "C", "C", "H", "H", "H", "H", "H", "H"],
  "xyz": [[9.991, -13.575, -4.465], [9.849, -16.831, -4.518], [12.016, -15.337, -2.594], [5.959, -7.727, -2.158], [5.301, -7.723, -0.261], [7.128, -6.748, -0.620], [5.391, -4.998, -2.473], [4.242, -5.331, -0.637], [11.061, -15.233, -4.341], [3.516, -4.134, -0.698], [5.923, -6.970, -1.121], [5.139, -5.682, -1.461], [3.536, -3.390, 0.642], [4.510, -3.450, 1.128], [2.803, -3.739, 1.370], [2.486, -4.278, -1.024], [11.746, -15.245, -5.189], [3.445, -2.315, 0.489], [3.901, -3.464, -1.467]],
  "atomic_forces_ev_per_a": [[0.651, -0.881, 0.073], [0.906, 1.104, 0.046], [-0.513, 0.124, -1.340], [1.124, -0.739, -3.049], [-1.469, -0.489, 2.482], [0.650, 0.631, -0.333], [0.098, -2.320, 2.061], [-1.451, -1.480, 2.941], [-1.004, -0.288, 0.768], [-0.547, 2.343, -0.313], [-0.892, 0.487, 0.767], [1.842, 3.156, -4.413], [0.559, -0.108, 0.199], [0.156, -0.385, -0.113], [-0.076, 0.002, -0.196], [0.018, -0.744, 0.168], [-0.040, -0.058, 0.453], [-0.524, -0.062, -0.197], [0.512, -0.291, -0.004]],
  "mulliken_charge": [-0.003, -0.023, -0.007, -0.242, -0.256, -0.250, -0.593, -0.252, -0.329, -0.299, 0.839, 0.528, -1.070, 0.338, 0.273, 0.309, 0.363, 0.346, 0.330],
  "multiplicity": 1,
  "smiles": "CCOC(=O)C(F)(F)F.BrC(Br)Br",
  "homo_ev": -10.36,
  "relative_energy_kj_mol": 70.01,
  "orbital_gap_ev": 9.96,
  "e_lumo_ev": -0.400,
  "energy_ev": -227656.2033
}

---

No. 4
{
  "formula": "C5H6BrF",
  "method": "ωB97M-V/def2-TZVPD",
  "elements": ["Br", "F", "C", "C", "C", "C", "C", "H", "H", "H", "H", "H", "H"],
  "xyz": [[0.543, 0.234, 2.788], [-1.150, 1.411, 1.134], [1.339, -0.281, -0.210], [-0.048, -0.637, -0.530], [-0.788, 0.221, -1.610], [2.366, -0.234, 0.425], [-0.868, 0.170, 1.434], [-1.577, -0.359, -2.190], [-0.315, -1.698, -0.385], [-1.712, -0.363, 1.635], [3.455, -0.141, 0.795], [-1.196, 0.960, -1.000], [-0.050, 0.717, -2.287]],
  "atomic_forces_ev_per_a": [[-1.190, -0.487, -0.410], [-0.689, 1.560, -0.543], [-1.478, -1.443, -0.061], [-0.035, 1.685, 1.916], [1.205, -2.210, -0.481], [2.924, 0.550, 0.153], [4.504, -0.245, -2.213], [1.080, 0.809, 0.848], [0.355, 0.647, -0.307], [-2.096, -1.706, 1.051], [-2.674, -0.195, -0.773], [-1.251, 1.648, 0.399], [-0.655, -0.612, 0.421]],
  "mulliken_charge": [-0.165, -0.200, -0.151, -0.232, -0.842, -0.258, -0.157, 0.263, 0.389, 0.436, 0.338, 0.253, 0.325],
  "multiplicity": 1,
  "homo_ev": -8.73,
  "relative_energy_kj_mol": 310.66,
  "orbital_gap_ev": 9.17,
  "e_lumo_ev": 0.431,
  "energy_ev": -78037.1684
}

---

No. 5
{
  "formula": "C5H6BrNOS",
  "method": "ωB97M-V/def2-TZVPD",
  "elements": ["Br", "S", "O", "N", "C", "C", "C", "C", "C", "H", "H", "H", "H", "H", "H"],
  "xyz": [[1.179, -2.560, -0.415], [-0.615, 1.434, 0.402], [2.675, 0.451, -1.351], [0.833, 0.969, -2.573], [-0.679, -1.016, 1.556], [1.476, 0.587, -1.492], [0.249, -0.982, 0.318], [-1.417, 0.395, 1.634], [0.433, 0.183, -0.242], [-1.229, 0.951, 2.580], [-1.577, -1.779, 1.668], [-0.139, 0.971, -2.582], [-2.403, 0.194, 1.288], [1.384, 1.391, -3.283], [-0.171, -1.190, 2.490]],
  "atomic_forces_ev_per_a": [[-0.791, 1.000, 0.867], [0.416, 1.136, -0.660], [-1.065, 0.489, -0.164], [0.845, 0.341, -0.392], [-2.179, -0.450, 0.332], [0.049, -2.025, 3.592], [-0.069, -2.172, 0.666], [2.108, -0.816, -0.108], [1.178, 1.476, -2.190], [-0.872, -0.855, -0.486], [2.097, 0.992, -1.098], [-1.650, 0.231, -0.185], [-1.008, 0.508, 0.451], [0.114, 0.180, -0.747], [0.828, -0.036, 0.123]],
  "mulliken_charge": [-0.179, -0.180, -0.555, -0.320, -0.492, 0.353, -0.093, -0.511, 0.279, 0.350, 0.278, 0.222, 0.327, 0.247, 0.273],
  "multiplicity": 1,
  "smiles": "NC(=O)C1=C(Br)CCS1",
  "homo_ev": -8.27,
  "relative_energy_kj_mol": 0.00,
  "orbital_gap_ev": 8.85,
  "e_lumo_ev": 0.578,
  "energy_ev": -89696.6350
}

---

No. 6
{
  "formula": "C5H6BrNS",
  "method": "ωB97M-V/def2-TZVPD",
  "elements": ["Br", "S", "N", "C", "C", "C", "C", "C", "H", "H", "H", "H", "H", "H"],
  "xyz": [[-0.777, 1.414, -2.397], [2.977, 0.320, -1.646], [0.890, -1.174, -0.609], [-1.072, 0.618, 0.345], [-0.251, -0.456, 1.184], [-0.024, -1.519, 0.222], [-0.246, 1.336, -0.647], [1.765, -0.427, -1.021], [0.739, 1.546, -0.306], [-0.855, -0.747, 2.157], [0.809, -0.014, 1.552], [-1.814, 0.205, -0.175], [-1.359, 1.275, 1.235], [-0.784, -2.377, 0.103]],
  "atomic_forces_ev_per_a": [[0.069, 0.172, -0.460], [0.689, 0.504, -0.256], [2.407, 0.131, -2.622], [3.376, 2.784, 3.353], [0.327, 0.499, 2.733], [-1.850, -1.783, 1.613], [-0.383, -0.420, 1.588], [-1.636, -1.789, 0.625], [0.644, 0.850, -0.573], [1.122, 0.475, -2.095], [-2.514, -0.748, -0.807], [-3.577, -1.780, -1.258], [-0.337, -0.293, -1.573], [1.661, 1.397, -0.266]],
  "mulliken_charge": [-0.060, -0.352, -0.231, -0.444, -0.529, -0.338, -0.814, 0.457, 0.657, 0.314, 0.281, 0.477, 0.251, 0.333],
  "multiplicity": 1,
  "homo_ev": [-7.19, -7.74],
  "relative_energy_kj_mol": 399.52,
  "orbital_gap_ev": [7.26, 7.18],
  "e_lumo_ev": [0.071, -0.550],
  "energy_ev": -87645.5978
}